{
  "formula": "C56H72N2O4SeSiY",
  "method": "the ωB97M-V functional and the def2-TZVPD basis",
  "relative_energy_ev": 0.124,
  "charge": -1,
  "e_homo_ev": -4.79,
  "gap_ev": 7.0,
  "lumo_energy_ev": 2.166,
  "e_tot_ha": -5317.236176,
  "species": ["Y", "C", "O", "C", "C", "C", "C", "C", "C", "C", "C", "C", "C", "C", "C", "C", "C", "C", "C", "C", "C", "C", "C", "C", "C", "C", "C", "C", "C", "C", "C", "C", "C", "O", "C", "C", "C", "C", "C", "O", "C", "C", "C", "C", "C", "C", "O", "C", "C", "C", "C", "H", "H", "H", "H", "H", "H", "H", "H", "H", "H", "H", "H", "H", "H", "H", "H", "H", "H", "H", "H", "H", "H", "H", "H", "H", "H", "H", "H", "H", "H", "H", "H", "H", "H", "H", "H", "H", "H", "H", "H", "H", "H", "H", "H", "H", "H", "H", "H", "H", "H", "H", "H", "H", "H", "H", "H", "H", "H", "Se", "C", "N", "C", "Si", "C", "C", "N", "C", "C", "C", "C", "C", "C", "H", "H", "H", "H", "H", "H", "H", "H", "H", "H", "H", "H", "H", "H"],
  "xyz": [[-0.714, -2.261, -1.480], [-4.112, -1.132, -2.050], [-2.854, -0.960, -1.371], [-2.789, 0.203, -0.605], [-2.949, 0.122, 0.778], [-3.138, -1.182, 1.529], [-1.961, -1.435, 2.437], [-2.004, -1.171, 3.802], [-0.882, -1.289, 4.617], [0.306, -1.707, 4.013], [0.390, -1.982, 2.656], [1.695, -2.349, 1.995], [2.244, -1.163, 1.229], [2.697, -0.056, 1.946], [3.129, 1.104, 1.320], [3.125, 1.129, -0.073], [2.682, 0.058, -0.830], [2.594, 0.180, -2.339], [1.557, 1.195, -2.723], [1.913, 2.509, -2.987], [0.973, 3.512, -3.221], [-0.364, 3.139, -3.176], [-0.761, 1.830, -2.918], [-2.209, 1.478, -2.733], [-2.533, 1.406, -1.251], [-2.459, 2.563, -0.481], [-2.603, 2.535, 0.899], [-2.851, 1.304, 1.497], [-2.444, 3.779, 1.772], [-1.295, 3.546, 2.764], [-2.120, 5.026, 0.952], [-3.741, 4.033, 2.551], [0.201, 0.837, -2.698], [-0.163, -0.407, -2.431], [1.439, 4.940, -3.502], [2.323, 5.436, -2.351], [2.250, 4.966, -4.805], [0.267, 5.909, -3.647], [2.244, -1.079, -0.155], [1.784, -2.151, -0.913], [2.840, -2.993, -1.404], [3.543, 2.355, 2.095], [2.564, 3.487, 1.749], [4.964, 2.771, 1.695], [3.511, 2.139, 3.606], [-0.753, -1.837, 1.863], [-0.685, -2.051, 0.563], [-0.899, -0.980, 6.114], [-2.265, -0.480, 6.582], [0.135, 0.112, 6.426], [-0.549, -2.243, 6.911], [-4.276, -0.298, -2.733], [-4.912, -1.197, -1.315], [-4.047, -2.071, -2.593], [-3.266, -2.005, 0.829], [-4.049, -1.120, 2.130], [-2.952, -0.855, 4.223], [1.205, -1.822, 4.611], [1.575, -3.203, 1.329], [2.410, -2.634, 2.771], [2.661, -0.118, 3.026], [3.433, 2.029, -0.594], [2.352, -0.788, -2.775], [3.561, 0.499, -2.736], [2.973, 2.749, -3.006], [-1.144, 3.875, -3.336], [-2.421, 0.524, -3.208], [-2.833, 2.240, -3.208], [-2.226, 3.490, -0.988], [-2.939, 1.237, 2.577], [-0.364, 3.336, 2.234], [-1.496, 2.700, 3.422], [-1.147, 4.433, 3.386], [-1.187, 4.916, 0.394], [-2.009, 5.881, 1.623], [-2.914, 5.262, 0.239], [-4.004, 3.178, 3.175], [-4.574, 4.217, 1.869], [-3.629, 4.905, 3.201], [3.216, 4.820, -2.233], [1.777, 5.415, -1.405], [2.650, 6.464, -2.537], [3.126, 4.319, -4.735], [2.594, 5.980, -5.027], [1.644, 4.614, -5.642], [-0.352, 5.932, -2.747], [-0.374, 5.647, -4.491], [0.647, 6.919, -3.819], [3.633, -2.368, -1.821], [3.233, -3.597, -0.584], [2.411, -3.625, -2.174], [2.558, 3.700, 0.678], [2.839, 4.404, 2.278], [1.547, 3.214, 2.036], [5.024, 3.022, 0.635], [5.675, 1.966, 1.889], [5.274, 3.650, 2.266], [2.509, 1.886, 3.960], [3.819, 3.058, 4.109], [4.189, 1.342, 3.919], [-2.570, 0.420, 6.043], [-2.218, -0.233, 7.646], [-3.043, -1.233, 6.449], [-0.115, 1.039, 5.905], [1.138, -0.183, 6.116], [0.163, 0.319, 7.500], [-1.240, -3.054, 6.676], [-0.597, -2.046, 7.986], [0.460, -2.590, 6.679], [-2.695, -4.338, -1.105], [-4.415, -3.846, -0.655], [-5.502, -3.556, -0.380], [0.646, -4.354, -5.700], [-0.695, -4.162, -4.377], [-1.627, -2.555, -4.709], [-1.892, -5.601, -4.537], [-0.005, -4.017, -2.795], [0.449, -5.149, -2.133], [0.540, -5.158, -0.725], [0.962, -6.267, -0.016], [1.334, -7.433, -0.677], [1.268, -7.450, -2.063], [0.840, -6.339, -2.775], [0.491, -3.664, -6.533], [0.668, -5.366, -6.112], [1.632, -4.145, -5.277], [-2.702, -2.703, -4.581], [-1.454, -2.214, -5.733], [-1.329, -1.706, -4.084], [-1.695, -6.198, -5.431], [-2.920, -5.236, -4.587], [-1.838, -6.257, -3.667], [0.250, -4.284, -0.145], [0.989, -6.217, 1.066], [1.660, -8.305, -0.125], [1.553, -8.344, -2.606], [0.811, -6.391, -3.857]],
  "forces_ev_per_angstrom": [[0.020, 0.716, -0.530], [0.096, 0.079, 0.151], [0.006, -0.188, -0.053], [-0.068, -0.004, -0.161], [0.029, 0.043, 0.022], [-0.090, 0.004, -0.020], [0.072, 0.116, 0.201], [-0.035, 0.000, -0.042], [0.055, -0.034, 0.021], [-0.005, -0.016, -0.049], [-0.045, -0.067, 0.239], [0.100, 0.052, -0.010], [0.031, 0.120, 0.046], [-0.072, 0.015, -0.028], [0.025, -0.046, 0.045], [-0.009, 0.095, 0.020], [-0.027, 0.045, 0.030], [0.156, -0.089, -0.009], [-0.009, 0.327, -0.034], [0.004, -0.070, -0.067], [0.031, 0.024, -0.004], [-0.013, -0.074, -0.027], [0.123, 0.212, -0.018], [-0.154, 0.029, 0.043], [0.056, 0.024, 0.071], [0.078, -0.007, -0.008], [-0.012, -0.002, -0.040], [0.005, 0.037, 0.060], [0.000, -0.037, 0.006], [0.017, 0.002, 0.017], [0.010, 0.060, -0.029], [-0.031, -0.009, 0.021], [-0.158, -0.437, 0.166], [0.094, 0.092, 0.033], [-0.022, -0.057, -0.009], [0.029, 0.021, 0.033], [0.029, 0.010, -0.004], [-0.050, 0.044, -0.021], [0.005, -0.172, -0.059], [-0.077, -0.310, -0.149], [-0.017, 0.192, 0.107], [-0.033, -0.003, -0.060], [0.004, 0.014, 0.015], [0.026, 0.007, -0.019], [-0.001, -0.013, 0.077], [-0.057, -0.051, -0.394], [0.178, 0.189, 0.582], [-0.011, 0.020, -0.045], [-0.069, 0.015, 0.046], [0.017, 0.038, 0.023], [0.033, -0.044, 0.025], [-0.046, 0.004, -0.016], [-0.030, 0.004, -0.037], [-0.018, 0.008, -0.015], [0.030, -0.021, 0.001], [-0.012, 0.016, -0.024], [0.005, -0.008, -0.005], [-0.002, 0.004, 0.015], [-0.083, 0.009, -0.013], [0.035, 0.009, -0.030], [-0.004, 0.010, 0.000], [-0.017, -0.006, -0.018], [-0.053, 0.035, -0.053], [0.032, -0.040, 0.052], [-0.010, 0.012, 0.004], [0.005, 0.007, 0.000], [0.048, -0.010, -0.044], [-0.020, -0.006, 0.033], [0.004, -0.007, -0.018], [0.000, -0.001, -0.009], [-0.164, 0.022, 0.012], [-0.008, -0.007, -0.006], [0.008, -0.002, 0.001], [0.011, -0.028, 0.022], [-0.003, 0.002, -0.008], [-0.012, -0.016, 0.017], [0.008, 0.003, 0.000], [0.009, 0.000, -0.009], [0.002, 0.002, -0.004], [-0.012, -0.007, -0.008], [-0.019, -0.001, -0.013], [0.004, 0.000, 0.005], [-0.002, 0.001, 0.002], [-0.004, 0.000, 0.004], [-0.010, 0.009, 0.005], [0.027, -0.005, 0.017], [0.015, -0.016, -0.004], [-0.004, -0.004, 0.000], [0.039, -0.045, 0.005], [0.030, -0.028, -0.026], [0.000, -0.017, -0.009], [0.011, -0.008, -0.010], [-0.005, -0.004, 0.006], [0.164, -0.003, -0.010], [-0.001, -0.003, 0.001], [-0.008, -0.004, 0.017], [-0.002, 0.007, -0.009], [-0.015, 0.010, -0.029], [-0.003, -0.003, 0.004], [0.015, 0.010, -0.026], [0.027, 0.007, 0.002], [0.001, -0.006, -0.004], [0.025, -0.020, -0.013], [-0.006, -0.011, -0.014], [-0.005, -0.012, 0.000], [-0.017, -0.003, -0.004], [-0.019, 0.021, -0.002], [0.004, 0.007, -0.003], [-0.005, 0.000, -0.014], [-0.762, -0.487, -0.148], [0.375, -0.043, 0.085], [-0.018, -0.004, 0.001], [0.038, 0.026, -0.079], [0.290, 0.083, 0.197], [-0.060, 0.127, 0.016], [-0.122, -0.055, -0.050], [-0.075, -0.312, 0.086], [-0.058, 0.034, 0.031], [0.046, -0.033, 0.116], [0.052, -0.024, -0.068], [-0.008, 0.022, 0.039], [0.001, 0.023, -0.024], [0.069, -0.018, -0.063], [-0.001, -0.020, -0.011], [0.023, -0.003, 0.011], [-0.005, 0.017, -0.001], [0.001, 0.008, 0.004], [-0.057, -0.056, -0.025], [0.057, 0.004, -0.012], [-0.012, -0.004, -0.002], [0.000, -0.013, -0.002], [0.036, 0.001, -0.003], [-0.003, -0.033, -0.026], [0.003, -0.018, 0.000], [0.000, -0.003, -0.003], [-0.001, 0.002, -0.004], [-0.008, 0.002, 0.001]],
  "mulliken_charge": [0.78, -1.53, 0.37, 0.58, -0.08, 0.04, -0.17, -0.47, -0.19, -0.53, -0.39, -0.93, -0.16, -0.58, -0.09, -0.33, 0.70, -1.04, 0.06, -0.92, -0.39, -0.41, 0.24, -1.07, 0.36, -0.28, -0.02, -0.44, 2.42, -1.74, -2.38, -1.90, -0.35, -0.25, 2.43, -1.59, -1.86, -2.03, 0.13, 0.69, -1.25, 2.48, -1.00, -1.94, -2.33, -0.23, 0.28, 2.34, -2.10, -1.54, -1.84, 0.35, 0.26, 0.32, -1.06, 0.81, 0.49, 0.51, -0.51, 0.81, 0.64, 0.37, -0.06, 0.69, 0.45, 0.55, -0.21, 0.65, 0.55, 0.57, -0.04, 0.30, 0.57, 0.32, 0.51, 0.42, 0.31, 0.39, 0.47, 0.31, 0.17, 0.52, 0.30, 0.47, 0.36, 0.31, 0.38, 0.45, 0.51, 0.12, 0.17, 0.22, 0.57, -0.17, 0.30, 0.39, 0.48, 0.39, 0.47, 0.42, 0.34, 0.43, 0.40, 0.18, 0.34, 0.48, 0.37, 0.49, 0.31, -0.02, 0.25, -0.75, -1.41, 0.47, -0.72, -1.17, 0.85, -0.30, 0.52, -0.70, -0.78, -0.68, -0.65, 0.39, 0.39, 0.28, 0.21, 0.46, -0.23, 0.36, 0.35, 0.34, 0.52, 0.49, 0.34, 0.39, 0.32]
}